Model A:
45
Properties=species:S:1:pos:R:3 method="wB97M-V/def2-TZVPD" total_charge=0 e_lumo_ev=-0.723 homo_lumo_gap_ev=8.81
H -0.490 0.254 0.543
H 0.637 0.643 -0.394
H -3.933 0.917 -0.576
H -3.050 2.217 -0.815
H -2.139 -2.647 -2.346
H -2.059 -1.169 -2.310
H -2.900 -2.884 2.409
H -2.199 -1.545 2.969
H 2.990 -2.062 -1.396
H 3.087 -0.664 -0.616
H 3.475 2.616 -1.285
H 4.551 3.287 -2.122
H -1.820 -2.800 -0.030
H -0.387 -2.301 -0.459
H 3.319 4.243 2.292
H 2.815 3.642 0.902
H 0.440 2.696 2.223
H 0.296 3.605 0.924
H 4.550 -1.498 0.085
H 5.321 -2.425 -0.761
H -3.406 2.381 2.356
H -3.643 1.237 3.280
H 0.877 -3.559 -0.008
H 1.478 -4.879 -0.462
H 0.864 -3.213 1.811
H 2.120 -2.590 2.070
H -0.843 2.655 -0.868
H -0.314 3.587 -1.834
H -3.479 0.303 -2.524
H -3.764 1.710 -2.362
O 0.061 -0.097 -0.117
O -3.506 1.742 -0.141
O -2.535 -1.938 -1.869
O -2.271 -2.480 3.087
O 2.510 -1.346 -0.881
O 3.831 3.471 -1.568
O -1.047 -3.046 -0.514
O 3.589 3.975 1.457
O -0.087 3.336 1.814
O 5.070 -2.329 0.105
O -3.646 1.382 2.348
O 1.176 -3.993 -0.821
O 1.472 -2.537 1.463
O -0.701 2.719 -1.874
O -4.215 0.921 -2.575

Model B:
45
Properties=species:S:1:pos:R:3 method="wB97M-V/def2-TZVPD" total_charge=0 e_lumo_ev=-0.124 homo_lumo_gap_ev=10.54
O 1.540 -2.425 -2.874
H 2.040 -3.181 -3.447
H 1.296 -2.779 -2.134
O -1.714 0.741 -3.951
H -1.264 0.101 -3.329
H -1.529 0.338 -4.859
O -1.502 -0.042 -0.572
H -1.830 -0.726 0.029
H -0.798 -0.547 -0.995
O 1.010 -4.606 -0.591
H 0.365 -5.084 -0.061
H 0.457 -3.817 -0.950
O -1.302 -2.606 -1.803
H -0.438 -2.230 -1.776
H -1.764 -1.908 -2.240
O -0.329 -2.697 2.277
H -1.025 -2.536 2.936
H 0.295 -3.345 2.649
O 1.303 2.832 3.216
H 0.658 3.621 3.198
H 1.589 2.838 2.370
O -1.368 3.026 1.739
H -1.759 2.318 1.390
H -1.753 3.450 2.544
O -3.144 4.159 -0.247
H -3.569 3.334 -0.789
H -3.170 3.988 0.716
O 1.433 3.972 -0.739
H 1.777 4.187 0.187
H 1.830 3.125 -0.701
O 1.175 -1.733 -0.381
H 2.020 -1.583 -0.592
H 1.113 -1.551 0.543
O -3.682 0.801 2.135
H -2.800 0.485 1.859
H -4.193 1.040 1.344
O -0.045 -0.247 3.331
H 0.755 -0.578 3.029
H 0.166 0.626 3.637
O 3.262 -0.603 -2.099
H 3.716 -1.481 -2.230
H 3.266 -0.102 -2.905
O 2.902 0.484 0.484
H 2.726 0.485 -0.459
H 2.289 0.453 1.111

Model C:
45
Properties=species:S:1:pos:R:3 method="wB97M-V/def2-TZVPD" total_charge=0 e_lumo_ev=-0.120 homo_lumo_gap_ev=9.82
O -0.408 0.213 0.136
H 0.262 0.094 0.744
H -0.027 -0.122 -0.690
O -2.602 1.294 -0.827
H -3.175 1.525 -0.147
H -1.842 0.954 -0.390
O 0.261 -2.484 2.142
H 0.434 -1.922 1.368
H 1.162 -2.500 2.508
O -0.444 2.409 -2.546
H 0.108 2.295 -3.336
H -0.938 1.598 -2.588
O 0.114 -0.467 -3.476
H 0.951 -0.949 -3.304
H -0.139 -0.503 -4.406
O 2.144 -0.502 1.088
H 2.092 -0.335 2.064
H 2.521 0.284 0.742
O 1.786 0.854 -1.462
H 2.386 1.340 -0.896
H 1.111 1.452 -1.687
O 2.849 -1.352 -2.851
H 2.476 -0.817 -2.133
H 3.401 -0.804 -3.371
O -2.212 2.229 2.176
H -1.734 1.414 2.223
H -2.990 2.193 2.695
O 0.185 -2.218 -1.140
H 1.111 -2.150 -0.894
H -0.009 -3.148 -1.150
O -0.740 0.013 3.113
H -0.628 -0.937 3.150
H -1.508 0.122 3.635
O -2.315 -1.441 -2.979
H -1.427 -1.136 -2.915
H -2.777 -0.719 -3.374
O 1.920 0.427 3.939
H 2.551 1.043 3.609
H 1.080 0.561 3.543
O 0.857 2.561 2.175
H 0.262 2.865 1.428
H 0.290 2.645 2.909
O -2.465 -1.810 0.457
H -1.607 -1.406 0.726
H -2.313 -2.667 -0.024

Tell me which of them is the least stable. Sure, it is model A.

Model A:
45
Properties=species:S:1:pos:R:3 method="wB97M-V/def2-TZVPD" total_charge=0 e_lumo_ev=-0.421 homo_lumo_gap_ev=9.32
H 0.647 0.866 -0.777
H 0.777 -0.221 0.165
H -1.792 1.292 -2.896
H -1.577 1.478 -1.324
H 1.774 3.533 0.081
H 0.458 4.272 0.065
H -2.712 -2.382 -0.810
H -3.086 -1.806 -2.142
H 0.960 0.446 3.306
H 0.746 1.891 2.697
H 2.263 1.802 -2.699
H 3.427 1.353 -3.304
H -1.434 -2.463 2.744
H -0.144 -3.299 2.695
H 3.686 0.725 0.998
H 4.698 -0.416 1.526
H 0.819 -2.381 -1.957
H -0.232 -1.282 -1.864
H -1.578 0.098 3.802
H -0.970 -1.011 4.508
H -3.818 2.595 -1.189
H -3.146 1.405 -0.993
H 2.159 -3.868 1.195
H 3.104 -2.752 1.492
H -0.305 -4.517 -2.423
H -0.813 -4.252 -1.037
H 2.672 4.179 -2.132
H 2.694 4.762 -3.540
H -3.192 -0.005 2.241
H -4.584 0.518 1.975
O 1.145 0.113 -0.698
O -1.167 1.532 -2.253
O 1.317 4.273 -0.389
O -3.161 -2.568 -1.573
O 0.670 0.982 2.475
O 2.478 1.521 -3.537
O -1.095 -3.315 2.503
O 3.910 0.209 1.749
O -0.004 -2.062 -1.442
O -1.669 -0.435 4.646
O -3.287 2.242 -0.522
O 2.349 -3.182 1.886
O -1.108 -4.283 -1.959
O 2.054 4.407 -2.836
O -3.933 0.004 1.548

Model B:
45
Properties=species:S:1:pos:R:3 method="wB97M-V/def2-TZVPD" total_charge=0 e_lumo_ev=-0.630 homo_lumo_gap_ev=8.99
O 2.242 -2.150 -1.257
H 2.997 -1.595 -1.012
H 1.559 -1.513 -1.400
O 1.005 -1.257 3.856
H 1.169 -0.475 3.299
H 0.480 -0.919 4.564
O -0.764 -2.185 2.208
H -0.182 -2.096 2.955
H -1.087 -3.104 2.204
O -2.850 -0.479 1.800
H -2.861 -0.352 0.806
H -2.217 -1.174 1.796
O 0.510 4.216 1.221
H 0.586 3.575 0.512
H 0.154 4.987 0.812
O -1.159 1.886 -2.600
H -1.453 1.995 -1.669
H -1.728 1.308 -3.078
O 1.848 -2.842 1.163
H 0.918 -2.713 1.297
H 1.958 -2.543 0.260
O -1.741 2.351 0.104
H -2.535 2.793 0.048
H -1.523 2.202 1.056
O -2.540 -0.427 -0.906
H -1.617 -0.149 -0.893
H -3.060 0.368 -1.062
O -0.254 -1.722 -2.802
H -0.447 -1.847 -3.746
H 0.395 -1.072 -2.793
O 0.293 -0.160 -0.367
H 0.236 -0.353 0.553
H 0.501 0.787 -0.377
O -1.006 -3.171 -0.582
H -0.663 -2.685 -1.347
H -0.471 -3.896 -0.342
O 1.738 0.544 -2.829
H 1.421 0.851 -3.675
H 1.730 1.278 -2.199
O 1.094 0.870 2.116
H 1.911 1.391 2.077
H 0.470 1.464 2.523
O 1.398 2.463 -0.603
H 2.372 2.394 -0.437
H 1.192 3.153 -1.269

Model C:
45
Properties=species:S:1:pos:R:3 method="wB97M-V/def2-TZVPD" total_charge=0 e_lumo_ev=-0.526 homo_lumo_gap_ev=9.58
H 0.445 0.072 0.708
H -1.029 0.428 0.940
H -3.579 -2.623 -1.765
H -2.486 -1.544 -1.856
H -4.800 1.191 -0.025
H -4.811 1.146 -1.415
H -5.308 -0.484 1.841
H -4.020 -0.961 2.406
H 3.900 -0.787 -1.752
H 3.694 -2.258 -1.331
H 1.939 0.781 -3.134
H 1.673 -0.459 -2.340
H 1.317 4.705 0.429
H 1.664 3.094 0.262
H 2.393 0.592 1.628
H 2.152 0.471 3.142
H 1.020 -1.804 2.608
H 0.050 -2.697 3.346
H -0.897 -0.773 -0.472
H -1.808 -1.251 0.668
H -0.209 2.187 -2.956
H -1.560 2.515 -3.337
H -0.096 -4.195 -0.571
H -1.173 -4.502 -1.625
H 4.843 1.190 0.549
H 3.883 1.827 1.491
H 2.613 -1.321 -0.004
H 1.699 -2.692 0.186
H -0.695 4.662 1.592
H -1.617 3.853 0.768
O -0.126 0.647 1.173
O -2.612 -2.450 -1.724
O -4.679 1.824 -0.794
O -4.934 -1.251 2.226
O 4.180 -1.698 -1.916
O 2.431 0.210 -2.540
O 1.359 3.971 -0.179
O 1.748 0.696 2.371
O 0.766 -2.708 2.790
O -1.532 -1.474 -0.192
O -1.049 2.281 -2.499
O -0.767 -3.837 -1.145
O 4.500 1.076 1.423
O 2.567 -2.266 0.399
O -1.051 4.617 0.623

Model D:
45
Properties=species:S:1:pos:R:3 method="wB97M-V/def2-TZVPD" total_charge=0 e_lumo_ev=-0.655 homo_lumo_gap_ev=9.75
H 0.584 0.152 0.266
H -0.544 1.130 0.603
H -0.743 4.874 -0.317
H -1.522 3.999 0.508
H 1.672 1.540 1.775
H 2.851 1.204 2.595
H 2.325 3.033 -1.732
H 1.458 2.121 -1.015
H 3.502 -3.580 0.433
H 2.471 -3.425 1.539
H -2.440 -1.532 2.735
H -3.355 -0.528 3.425
H 2.037 -0.558 -2.042
H 0.855 0.260 -1.452
H -3.684 -1.336 -1.528
H -3.679 -2.902 -1.571
H 0.155 -4.071 -0.591
H 0.974 -5.014 0.292
H -2.691 0.242 -4.020
H -1.128 0.666 -4.017
H -4.391 0.722 1.472
H -4.831 -0.674 1.942
H 4.285 1.527 0.691
H 3.259 1.978 -0.333
H -2.151 -1.514 -2.080
H -1.758 -2.689 -2.739
H 0.561 -1.323 1.756
H -0.812 -2.128 1.695
H 4.141 4.582 0.590
H 3.426 3.409 1.106
O -0.396 0.336 0.084
O -1.379 4.965 0.353
O 2.135 1.850 2.617
O 1.517 3.130 -1.197
O 2.638 -3.916 0.711
O -2.638 -1.140 3.613
O 1.288 0.056 -2.280
O -4.146 -2.068 -1.289
O 0.511 -5.015 -0.553
O -2.033 0.994 -3.961
O -4.681 -0.160 1.161
O 3.365 1.391 0.481
O -1.433 -2.197 -2.031
O 0.101 -2.027 1.359
O 4.321 3.637 0.948

Tell me which of them is the least stable. Sure, it is model C.